27
Properties=species:S:1:pos:R:3 method="wB97M-V/def2-TZVPD" homo_energy_ha="-0.27896 / -0.27932" total_energy_ha=-5310.2195 e_lumo_ev="-1.8 / -1.8" orbital_gap_ha="0.214 / 0.214"
V 1.75505 -0.53302 -1.70272
Cl 1.88188 -0.40803 0.64982
C 1.83142 1.31241 1.02204
C 1.90864 1.63847 2.35978
C 1.87069 2.96708 2.73894
C 1.75533 3.94357 1.76485
C 1.67977 3.58903 0.43176
Cl 1.53664 4.86665 -0.72589
C 1.71461 2.25797 0.00763
S 1.63195 1.85666 -1.70178
H 1.99804 0.85675 3.10212
H 1.92999 3.23878 3.78287
H 1.72347 4.98834 2.03837
O 3.33187 -0.68759 -1.94603
Se -1.38424 0.60285 -2.39437
N -0.35001 -0.69631 -1.70385
C -1.13694 -1.64763 -1.22305
C -0.70898 -2.85029 -0.57676
C -1.64688 -3.71463 -0.14943
C -3.05627 -3.47096 -0.32252
C -3.51088 -2.35993 -0.92512
C -2.55656 -1.39882 -1.40438
N -2.87815 -0.27872 -2.01793
H 0.34429 -3.06217 -0.43261
H -1.33151 -4.62562 0.34192
H -3.76475 -4.20265 0.04139
H -4.56846 -2.18219 -1.05504